52
Properties=species:S:1:pos:R:3:forces:R:3 method="wB97M-V/def2-TZVPD" e_above_lowest_ev=3.274 homo_energy_ev=-9.7 smiles=OCCO.OCCO.OCCO.OCCO.CO.CO gap_ev=9.952 multiplicity=1
H -6.1842 6.0013 16.4099 0.135 0.767 0.634
H -5.3208 11.2273 24.2637 0.264 0.712 -0.273
C -6.2424 11.3166 23.6886 0.049 0.305 1.701
H -11.6146 4.4535 23.3480 -0.340 0.081 0.195
C -12.6113 6.1555 24.3540 0.841 -1.311 0.052
H -1.4481 15.0882 17.8505 0.101 -0.417 -0.055
O 0.5932 15.1288 22.9071 -0.332 0.346 -0.523
C 0.0408 14.1410 23.7407 0.206 -0.370 1.289
C -2.9925 16.2328 18.6666 -0.211 2.647 0.360
H -0.8515 13.6047 23.4177 -0.045 0.346 -0.746
H -6.9016 12.0538 24.1469 0.331 0.525 -0.070
O -6.8725 10.0712 23.9462 -0.256 -0.388 -1.447
C -7.0283 6.5684 18.2617 1.330 -0.403 -1.152
H -12.3493 7.1366 24.7502 0.466 -0.167 0.597
H 0.5134 15.9320 23.4268 0.204 0.179 -0.458
O -0.5379 16.7341 18.5938 -0.047 0.600 0.909
O -3.0086 6.2455 25.4478 -0.925 0.170 0.674
H -8.8855 9.1002 19.0625 0.002 -0.053 -0.058
H -9.7372 6.0836 24.6267 -0.260 0.135 -0.285
H -3.1261 7.0209 26.0015 0.049 0.301 -0.314
H -3.7882 5.4080 27.2536 -0.020 0.277 -0.108
H -3.1855 17.2997 18.7789 -0.242 0.371 -0.095
H -13.3614 6.4588 23.6236 -0.522 -0.902 -0.016
H -12.6842 5.4164 26.2007 0.146 0.088 -0.100
H -7.3881 5.9457 19.0807 0.084 -0.354 -0.257
O -8.2503 8.4013 19.2350 -0.151 -0.310 1.099
O -1.8626 3.0369 26.6167 -1.080 -1.617 1.243
H -6.0172 6.8990 18.4994 -0.251 0.555 0.550
H -1.6777 16.5662 16.9980 -0.479 0.150 -0.013
O -6.8394 5.7552 17.0670 -1.525 -0.596 0.711
O -10.3607 5.3538 24.6411 0.661 -0.650 0.893
H -4.0412 4.4580 25.7866 0.069 0.029 -0.195
H 0.8002 13.3894 23.9562 0.026 -0.078 0.071
H -7.6823 8.4199 17.3294 0.735 -0.138 -0.406
H -0.2321 14.6374 24.6719 -0.076 -0.400 0.339
H -3.7801 15.8863 17.9975 0.092 -0.532 0.112
H -1.3970 4.8764 27.3990 -0.219 -0.241 0.244
O -13.0619 5.1939 25.3466 -0.667 1.152 -0.664
C -11.3938 5.4605 23.7020 -0.215 1.476 -0.353
H -6.0516 11.6127 22.6571 -0.034 -0.503 -0.099
H -2.9947 16.2623 20.6856 0.074 0.356 -0.515
H -0.4285 16.3228 19.4543 0.227 -0.030 0.228
C -1.8892 4.4215 26.5395 -0.738 0.904 -0.957
H -8.9247 7.3325 17.5556 -0.331 -0.641 0.493
H -7.1676 9.8081 23.0713 -0.354 -0.668 0.171
H -2.2597 2.7446 25.7930 0.053 -0.376 0.020
H -1.1847 4.5005 25.7116 -0.465 1.869 -0.517
C -3.3586 5.1449 26.2870 3.272 -1.316 -0.095
H -11.0390 6.0386 22.8488 -0.099 0.104 -0.320
C -8.0201 7.6798 18.0547 -0.033 1.188 -1.592
O -3.0913 15.6645 19.9407 0.067 -1.565 0.443
C -1.6557 16.1471 18.0040 0.431 -1.605 -1.343